ORCA calculation (ωB97M-V/def2-TZVPD) on 9 unconnected molecules or ions with the total composition C24H67NO13 in a non-equilibrium geometry.

Properties
E_LUMO ... 0.2 eV
Structure (SMILES) ... COC[C@H](C)N.CC(C)O.CC(C)O.CC(C)O.CC(C)O.OCCO.OCCO.OCCO.OCCO
Energy ... -54077.1478 eV
F_max ... 2.94 eV Å⁻¹

```
105
Properties=species:S:1:pos:R:3:forces:R:3
C -5.010572 0.125714 -0.110862 1.6 -0.2 0.9
C -3.571655 0.686220 0.284233 -1.8 0.1 0.2
C -3.118788 1.702862 -0.782419 -0.7 -1.1 1.2
O -3.770862 1.261812 1.566224 -0.6 0.1 0.1
H -5.720385 0.947216 -0.207785 0.2 0.1 -0.4
H -5.394873 -0.463691 0.721617 0.2 -0.1 0.1
H -4.961413 -0.533143 -0.977803 -0.1 0.2 -0.2
H -2.829420 -0.079528 0.509673 0.0 -0.5 -1.0
H -3.878317 2.482974 -0.833917 0.0 0.1 -0.1
H -3.158241 1.097630 -1.688094 0.7 0.6 -0.4
H -2.172560 2.144742 -0.470193 0.2 -0.2 -0.6
H -3.203238 2.028078 1.676770 0.2 0.4 -0.2
C -0.587122 -0.925011 -5.548083 -1.2 -0.5 -0.5
C -0.738770 -0.594088 -4.064731 -0.4 -1.2 -0.9
C -1.240238 -1.737130 -3.127426 -0.3 0.9 -1.4
O 0.500182 -0.114103 -3.725979 1.7 1.7 1.5
H 0.099311 -1.740595 -5.775518 0.3 0.0 0.4
H -0.261898 -0.038557 -6.092630 0.1 0.0 0.1
H -1.534091 -1.244396 -5.983225 -0.2 0.1 -0.1
H -1.407594 0.263159 -3.987979 -0.3 -0.1 0.1
H -1.672897 -1.257821 -2.249268 0.3 -0.5 0.3
H -0.496810 -2.507172 -2.921370 0.2 0.4 0.2
H -2.024966 -2.258929 -3.675175 -0.2 0.0 0.1
H 1.111666 -0.816831 -3.493874 -0.3 -0.9 -0.2
C 0.368018 3.656348 -2.008525 -0.2 -0.6 -0.7
C 0.915212 4.473450 -0.905769 -0.7 0.2 1.1
C 0.911668 3.745813 0.391900 -1.1 -1.1 1.6
O 2.217741 4.869262 -1.097949 1.8 0.9 -1.1
H 0.933394 2.728595 -2.096339 0.3 0.0 -0.4
H 0.427086 4.279590 -2.900821 -0.1 -0.5 -0.3
H -0.649886 3.314947 -1.820364 -0.2 0.4 0.0
H 0.337026 5.397390 -0.894189 -0.1 0.2 0.5
H 1.514816 4.194869 1.180984 -0.1 0.4 -0.2
H 1.270672 2.719054 0.321348 0.4 0.0 -0.5
H -0.090771 3.562658 0.778787 -0.3 0.3 0.2
H 2.724048 4.108944 -1.393201 0.2 -0.1 -0.1
C 5.973922 0.423542 0.078196 1.4 0.8 -0.6
C 5.963715 -0.637715 1.183472 -2.1 1.1 -1.3
C 5.246502 -0.171596 2.390507 0.6 1.2 2.2
O 5.084545 -1.579405 0.625235 0.8 -2.6 -0.7
H 6.624725 1.283702 0.235314 0.4 -0.1 0.2
H 5.040346 0.888921 -0.237972 -0.7 -0.4 0.8
H 6.282754 -0.081101 -0.837260 0.4 0.0 0.0
H 6.955016 -1.046084 1.380036 -0.2 -0.2 -0.2
H 5.018757 -0.927735 3.141832 -0.3 -0.6 -0.6
H 4.333976 0.352753 2.106843 0.0 -0.1 0.1
H 5.855614 0.479903 3.017113 0.1 0.7 -0.3
H 4.192931 -1.224124 0.605785 -0.4 0.1 0.4
C -1.254951 -4.683310 -1.003076 0.4 0.8 1.6
C -1.999607 -5.477892 0.087164 0.3 0.4 -1.5
O -2.244720 -6.739736 -0.438349 -0.3 -1.0 0.1
O -1.913728 -4.728518 -2.274256 0.6 -0.5 0.8
H -0.210607 -4.988070 -1.070598 -0.2 -0.5 -0.7
H -1.169079 -3.684176 -0.575926 -0.3 0.6 -0.5
H -2.948017 -4.946284 0.164609 -0.3 0.2 0.8
H -1.472148 -5.572155 1.036380 -0.1 0.3 -0.1
H -2.468496 -6.515240 -1.344505 -0.1 -0.6 -0.5
H -2.793850 -4.359214 -2.171227 -0.1 0.3 0.0
C 3.408933 -1.506238 -2.661776 2.0 0.7 -1.2
C 3.838826 -0.218567 -3.455915 -0.2 -0.1 2.1
O 3.022274 0.900295 -3.067290 0.3 -0.6 -0.6
O 2.260920 -2.103953 -3.256184 0.0 0.0 0.5
H 3.365091 -1.296010 -1.593143 -0.6 0.1 0.0
H 4.209542 -2.239126 -2.761758 0.4 0.1 0.0
H 3.937886 -0.433411 -4.519938 -0.6 0.2 -0.2
H 4.810963 0.134134 -3.111460 0.3 -0.6 0.0
H 2.115344 0.671291 -3.283259 -0.5 0.4 -0.2
H 2.401312 -3.047853 -3.151622 -0.5 -0.1 -0.1
C 0.576223 -0.502480 -0.516096 1.8 0.9 0.9
C 1.657335 0.054216 0.588688 -1.9 -2.2 -0.6
O 2.453513 -1.083174 1.109910 -0.2 2.5 -1.1
O -0.515646 -1.251254 -0.006854 0.1 0.9 -0.1
H 1.147498 -1.055634 -1.261599 0.1 -0.4 0.2
H 0.216187 0.346536 -1.097177 -0.5 0.1 0.3
H 1.100807 0.533584 1.394027 -0.2 -0.2 0.3
H 2.244199 0.873441 0.173266 0.6 -0.7 -0.3
H 1.832648 -1.732252 1.448759 -0.4 -0.3 0.2
H -0.209905 -2.070403 0.389532 0.4 -0.1 0.1
C -0.167127 -2.572878 3.121468 -0.8 0.4 0.5
C -1.758891 -2.585042 2.944200 2.4 1.1 -0.4
O -2.181659 -3.880015 3.130956 -0.3 -1.5 0.3
O 0.611770 -2.856477 1.923031 -0.8 -0.6 0.8
H 0.109947 -3.281267 3.902180 -0.3 -0.5 -0.2
H 0.251640 -1.657334 3.539204 -0.6 0.5 -0.4
H -1.998014 -2.244952 1.936596 0.1 0.3 -0.2
H -2.223385 -1.897909 3.651451 0.2 0.2 0.2
H -3.101303 -3.959426 2.867239 -0.1 -0.1 0.0
H 1.024646 -3.703392 2.107057 0.1 -0.2 -0.4
C -1.300211 1.298188 4.010695 1.1 0.1 -1.3
C -2.061307 2.567591 4.353116 -2.2 -0.2 0.0
C -1.948295 3.759225 3.365710 0.6 0.2 1.0
O -2.587419 3.553828 2.107923 1.8 0.1 0.8
C -2.656513 4.749686 1.357196 -1.1 -0.3 -1.1
N -3.462301 2.108419 4.428754 -0.6 -0.5 -0.7
H -1.504096 0.430359 4.637922 0.0 0.5 0.4
H -0.229159 1.467918 3.900530 0.3 0.1 0.6
H -1.521497 0.949237 3.002051 -0.6 0.1 -0.2
H -1.844346 2.838929 5.386269 0.6 0.7 -0.2
H -0.890709 4.017446 3.311536 0.4 -0.1 -0.8
H -2.380856 4.685095 3.744853 -0.4 -0.1 0.7
H -1.843989 5.474340 1.304506 0.7 -0.5 0.7
H -3.544837 5.292325 1.680512 -0.1 0.2 -0.2
H -2.766654 4.374106 0.339892 -0.4 0.4 -0.2
H -4.185349 2.811991 4.381018 0.3 1.0 0.8
H -3.647108 1.740066 3.506663 -0.1 -1.0 -0.1
```
Forces are in eV/Å.